Record 1
{"formula": "C7H6N2O3S", "method": "wB97M-V/def2-TZVPD", "symbols": ["C", "C", "C", "C", "C", "C", "C", "N", "N", "O", "O", "O", "S", "H", "H", "H", "H", "H", "H"], "coordinates": [[-0.0111, 1.6952, -0.0869], [1.3416, 2.0610, 0.0071], [-0.7816, 0.4754, 0.0937], [-0.4948, -0.6680, 0.9097], [2.3510, -0.1559, 0.3155], [-2.2165, -1.0066, -0.5570], [2.4789, 1.1780, 0.3332], [-1.6910, 0.2192, -0.8200], [-1.4821, -1.5824, 0.4227], [-3.1552, -1.4901, -1.0704], [1.0343, -1.3283, -1.2462], [1.2664, -2.4287, 0.9856], [1.1935, -1.2000, 0.1992], [-0.7680, 2.3645, -0.6736], [1.5678, 3.0672, -0.2724], [3.5013, 1.3744, 0.6267], [-0.4744, -0.6266, 1.8612], [-2.1908, 0.6218, -1.5694], [-1.4693, -2.5701, 0.5414]], "forces_ev_per_angstrom": [[-1.1, 1.2, -1.2], [-0.9, -1.8, 1.1], [3.2, 3.4, -0.7], [-1.3, -0.9, -7.7], [2.1, 1.4, 0.9], [0.4, -2.4, 1.5], [-1.1, -0.8, 0.5], [-0.8, -0.9, 1.2], [0.2, 0.6, 0.7], [-2.5, -0.8, -2.0], [-0.7, 0.1, 0.7], [0.2, 1.2, -0.3], [-1.1, -3.8, -1.0], [2.0, -0.4, 1.1], [0.1, 0.5, -0.3], [0.0, 1.7, -0.6], [0.8, 0.7, 6.7], [0.3, 1.7, -0.8], [0.0, -0.5, 0.3]], "relative_energy_ev": 5.363, "homo_ha": [-0.3079, -0.3076], "total_charge": 0, "total_energy_ev": -27308.32597}

Record 2
{"formula": "C5H12N2O", "method": "wB97M-V/def2-TZVPD", "symbols": ["C", "C", "C", "N", "C", "C", "N", "O", "H", "H", "H", "H", "H", "H", "H", "H", "H", "H", "H", "H"], "coordinates": [[-1.0096, 1.5535, -1.7031], [-0.6214, 0.0923, -1.4352], [0.3580, -0.0797, -0.2193], [0.1629, 0.9154, 0.8500], [1.0615, 2.0823, 0.7081], [0.0877, -1.4674, 0.3907], [0.4281, -1.5947, 1.6988], [-0.3978, -2.4010, -0.2267], [-1.6367, 1.8945, -0.8712], [-0.1722, 2.2517, -1.7312], [-1.5933, 1.5528, -2.6262], [-1.5066, -0.5016, -1.2307], [-0.0860, -0.2843, -2.2883], [1.3791, -0.0497, -0.5115], [-0.7883, 1.2642, 0.7876], [1.9056, 1.9135, 1.3582], [0.5801, 2.9954, 1.0610], [1.3885, 2.2268, -0.3222], [0.3950, -0.7367, 2.2267], [0.1335, -2.4701, 2.1091]], "forces_ev_per_angstrom": [[-0.3, -0.5, 0.5], [1.2, 0.8, 0.8], [-2.2, -0.3, 0.6], [0.1, 0.7, -0.4], [-0.4, -0.4, 0.3], [-0.1, -0.5, 0.0], [0.0, -0.1, 0.0], [0.3, 0.3, -0.3], [-0.2, 0.2, -0.4], [0.0, -0.2, -0.4], [0.1, 0.5, 0.1], [0.0, -0.1, -0.3], [-0.1, -0.5, -0.5], [0.9, 0.0, -0.4], [0.1, -0.2, 0.1], [0.6, 0.1, 0.0], [-0.1, -0.1, -0.1], [0.1, 0.1, 0.1], [0.2, -0.1, 0.2], [0.1, 0.2, 0.1]], "relative_energy_ev": 0.950, "homo_ha": -0.3347, "total_charge": 0, "total_energy_ev": -10407.47361, "smiles": "CC[C@@H](NC)C(N)=O"}